# 1
The following is a DFT calculation (the ωB97M-V functional and the def2-TZVPD basis) of C5H8N2 in the gas phase.

XYZ file:
```
15
C5H8N2 (the ωB97M-V functional and the def2-TZVPD basis)
N 2.024 0.347 -1.783
N -0.527 -0.214 0.703
C -0.177 1.246 -0.937
C -1.138 -0.899 1.819
C 0.898 0.313 -0.932
C 0.656 -0.575 0.091
C -1.030 0.887 0.080
H -2.156 -1.214 1.571
H 1.790 0.741 -2.686
H -1.962 1.331 0.406
H -0.298 2.085 -1.610
H 2.416 -0.575 -1.928
H -0.553 -1.790 2.056
H -1.171 -0.261 2.708
H 1.228 -1.423 0.442
```

Atom charges from the Mulliken analysis, given in e for atoms 1 to 6: N -0.58; N 0.17; C -0.68; C -0.87; C 0.69; C -0.57

# 2
The following is a DFT calculation (the ωB97M-V functional and the def2-TZVPD basis) of C5H8N2 in the gas phase.

XYZ file:
```
15
C5H8N2 (the ωB97M-V functional and the def2-TZVPD basis)
N -2.346 1.256 0.165
N -1.318 -0.696 -0.505
C 0.849 -0.394 0.194
C -0.016 -1.119 -0.626
C 2.338 -0.178 -0.159
C -1.420 0.208 0.509
C -0.049 0.173 1.125
H 2.939 0.356 0.588
H 2.848 -1.118 -0.397
H -2.667 1.907 0.866
H -1.929 -0.718 -1.317
H 2.427 0.430 -1.086
H 0.214 0.267 2.184
H -2.034 1.776 -0.660
H 0.165 -2.148 -0.881
```

Atom charges from the Mulliken analysis, given in e for atoms 1 to 6: N -0.57; N -0.06; C 0.57; C -0.57; C -1.11; C 0.09

# 3
The following is a DFT calculation (the ωB97M-V functional and the def2-TZVPD basis) of C5H8N2 in the gas phase.

XYZ file:
```
15
C5H8N2 (the ωB97M-V functional and the def2-TZVPD basis)
N -0.578 1.638 -1.454
N 1.129 -0.858 0.472
C -0.094 0.669 -0.812
C -1.524 0.557 -0.935
C 1.171 0.106 -0.350
C 2.378 -1.444 0.899
C -2.479 0.876 0.188
H 2.098 0.532 -0.760
H -3.438 1.232 -0.204
H -2.066 1.649 0.843
H 3.246 -1.131 0.301
H -2.669 -0.018 0.793
H 2.552 -1.182 1.948
H 2.278 -2.533 0.852
H -1.917 -0.108 -1.706
```

Atom charges from the Mulliken analysis, given in e for atoms 1 to 6: N -0.61; N -0.35; C 0.14; C 0.29; C -0.11; C -0.66

# 4
The following is a DFT calculation (the ωB97M-V functional and the def2-TZVPD basis) of C5H8N2 in the gas phase.

XYZ file:
```
15
C5H8N2 (the ωB97M-V functional and the def2-TZVPD basis)
N 3.506 -0.154 0.270
N 1.498 0.735 -0.107
C -0.721 -0.176 -0.350
C 2.240 -0.395 -0.096
C -1.782 -0.913 -0.172
C 0.187 0.718 -0.638
C -3.015 -0.339 0.476
H -1.835 -1.906 -0.616
H -3.424 0.412 -0.208
H 1.901 1.661 0.051
H -2.801 0.166 1.419
H -3.781 -1.096 0.636
H 4.156 -0.922 0.256
H -0.023 1.448 -1.420
H 3.894 0.761 0.498
```

Atom charges from the Mulliken analysis, given in e for atoms 1 to 6: N -0.19; N -0.09; C 0.04; C -0.51; C -0.31; C -0.24

# 5
The following is a DFT calculation (the ωB97M-V functional and the def2-TZVPD basis) of C5H8N2 in the gas phase.

XYZ file:
```
15
C5H8N2 (the ωB97M-V functional and the def2-TZVPD basis)
N 2.625 1.503 -1.049
N -0.080 -0.876 -0.125
C 1.770 0.718 -1.052
C -1.285 -1.550 -0.591
C -0.248 0.490 0.337
C 0.413 0.203 -0.966
C 0.593 0.773 1.555
H -1.890 -0.908 -1.248
H 1.403 0.040 1.636
H -1.198 1.033 0.232
H -1.041 -2.469 -1.131
H -0.159 0.432 -1.863
H -0.051 0.670 2.428
H -1.896 -1.824 0.277
H 1.044 1.766 1.560
```

Atom charges from the Mulliken analysis, given in e for atoms 1 to 6: N -0.47; N -0.35; C -0.18; C -0.83; C 0.24; C 0.30

# 6
The following is a DFT calculation (the ωB97M-V functional and the def2-TZVPD basis) of C5H8N2 in the gas phase.

XYZ file:
```
15
C5H8N2 (the ωB97M-V functional and the def2-TZVPD basis)
N 0.247 -0.750 -0.564
N 1.656 0.965 0.599
C 0.787 0.563 -0.208
C -2.118 0.176 -0.080
C 2.024 -0.179 1.470
C 0.118 0.507 -1.457
C -1.055 -0.291 -1.045
H 0.610 0.500 -2.419
H 1.896 0.131 2.504
H -1.428 -0.926 -1.851
H -2.530 -0.678 0.471
H -2.938 0.656 -0.622
H 3.058 -0.528 1.333
H 1.381 -1.031 1.226
H -1.708 0.885 0.644
```

Atom charges from the Mulliken analysis, given in e for atoms 1 to 6: N -0.53; N -0.53; C 0.64; C -1.16; C -0.75; C -0.30

The evaluated molar mass for the records listed, in turn: 96.13; 96.13; 96.13; 96.13; 96.13; 96.13 g mol⁻¹.
The evaluated HOMO-LUMO gap for the records listed, in turn: 8.45; 7.92; 10.02; 9.38; 10.75; 10.56 eV.